Entry 1:
Entry from OMol25: 2 unconnected molecules or ions with the total composition C2H6N3O2 in a non-equilibrium geometry (ωB97M-V/def2-TZVPD).

Element x y z (Å)
1 C -0.546968 0.715473 -0.118680
2 C -2.201338 -0.935814 0.231474
3 N 2.695825 -0.500452 -0.162226
4 N 1.728738 0.283525 -0.032655
5 N -0.878122 1.828665 -0.092750
6 O 3.868056 -0.277774 0.111085
7 O -0.793210 -0.445176 -0.092260
8 H -2.871256 -0.303144 0.841553
9 H -1.916183 -1.826976 0.876996
10 H -2.573715 -1.229100 -0.812955
11 H 1.900106 1.286166 0.302914
12 H 2.508079 -1.439006 -0.634531
13 H -0.920018 2.843612 -0.417960

Forces on the atoms, in the same order (eV/Å):
-0.9 3.0 -0.3
0.2 -2.5 -0.6
1.5 0.2 -0.3
-1.9 1.8 0.0
0.7 3.4 -0.7
-0.5 -0.3 -0.1
-0.7 -4.1 0.7
0.9 0.5 -0.7
-0.7 1.0 -1.1
0.2 0.4 1.9
1.1 -2.2 -0.3
-0.2 1.1 0.8
0.3 -2.3 0.8

Summary:
**Charge**: +1
**DFT total energy**: -10723.9185 eV
**Largest force on an atom**: 0.0816 Eh/bohr
**Orbital gap**: 0.36780 Ha
**Energy above the lowest of the compared OMol25 structures with the same formula, charge and spin**: 115.90 kcal per mole

***

Entry 2:
Entry from OMol25: a molecular structure, C15H33O9PS3 in a non-equilibrium geometry (ωB97M-V/def2-TZVPD).

Element x y z (Å)
1 O 1.276344 0.084395 2.551159
2 S 1.082633 -1.178808 1.942583
3 O 0.007890 -0.972957 0.756748
4 C -1.326734 -1.322010 1.306936
5 C -1.581490 -2.791512 1.063833
6 C -2.562682 -3.505718 2.023018
7 S -3.347162 -2.513698 3.312413
8 O 2.493050 -1.424660 1.073030
9 P 3.410838 -2.700446 1.431961
10 O 2.985834 -3.797635 0.376781
11 O 2.915715 -3.202976 2.846469
12 S 5.264725 -2.253544 1.321181
13 H -1.997347 -0.717652 0.723106
14 H -1.340048 -1.043432 2.346440
15 H -1.955567 -2.896485 0.058261
16 H -0.637945 -3.316005 1.078443
17 H -2.073923 -4.362566 2.450280
18 H -3.379539 -3.905547 1.449066
19 H -2.524243 -2.755141 4.329659
20 H 2.261734 -4.359743 0.700480
21 H 2.863995 -4.176972 2.854549
22 C -0.031595 2.567291 0.945385
23 C -1.461108 2.917139 1.249482
24 O -2.290944 2.041551 1.354794
25 C -1.813195 4.374297 1.413995
26 H 0.038166 1.490515 0.851510
27 H 0.291867 3.038136 0.014230
28 H 0.619356 2.895150 1.756996
29 H -1.580715 4.919281 0.498015
30 H -1.240164 4.805592 2.235603
31 H -2.874265 4.471859 1.629178
32 C 4.852522 3.318664 1.532629
33 C 3.941400 2.833951 0.430174
34 O 3.508603 3.590005 -0.408332
35 C 3.597729 1.368039 0.433588
36 H 5.021640 4.386549 1.421340
37 H 4.396428 3.126213 2.504946
38 H 5.809124 2.796769 1.483210
39 H 3.089382 1.112635 1.361332
40 H 4.501921 0.763927 0.340161
41 H 2.938274 1.150090 -0.404082
42 C 1.100564 -0.737954 -2.140835
43 C 0.764991 -1.607916 -3.326235
44 O 0.782419 -2.812645 -3.251476
45 C 0.402114 -0.902536 -4.611789
46 H 1.336711 -1.369022 -1.293050
47 H 1.962270 -0.106926 -2.368866
48 H 0.247529 -0.106925 -1.886305
49 H 1.231769 -0.275697 -4.942002
50 H -0.476689 -0.274388 -4.456051
51 H 0.182408 -1.638344 -5.380642
52 C -3.679730 1.268233 -1.327541
53 C -3.893371 -0.041405 -2.043465
54 O -3.548115 -1.090435 -1.549892
55 C -4.551013 0.009132 -3.401993
56 H -3.203399 1.078303 -0.373374
57 H -3.036974 1.918669 -1.925069
58 H -4.634476 1.767716 -1.155713
59 H -3.951927 0.613616 -4.084892
60 H -5.544657 0.451459 -3.319478
61 H -4.640928 -0.997477 -3.801880

Forces on the atoms, in the same order (eV/Å):
0.4 1.6 0.7
-0.9 -1.4 0.2
0.6 -0.1 0.0
0.7 -0.3 -0.7
-0.3 -0.1 0.2
0.3 0.3 -0.3
-0.5 0.1 0.1
-0.9 -0.2 0.1
2.4 1.3 -1.1
-0.7 -0.9 0.3
-0.8 -0.9 0.2
-0.4 -0.1 0.0
-0.3 0.4 0.1
-0.3 0.2 0.4
-0.1 0.0 -0.4
0.4 -0.2 0.1
0.1 -0.3 0.4
-0.4 -0.1 -0.2
0.3 -0.1 0.1
0.0 0.1 -0.6
0.1 0.5 0.4
-0.1 0.0 -0.1
0.2 -0.1 0.0
-0.2 0.1 0.1
-0.2 -0.1 0.0
0.1 0.0 0.0
0.1 0.1 0.1
0.1 0.1 -0.1
0.1 0.0 0.0
0.1 0.1 -0.1
0.0 0.0 0.0
0.0 0.2 -0.1
0.0 -0.1 0.0
-0.1 0.1 -0.1
0.0 0.2 -0.2
0.0 0.0 0.0
0.1 -0.1 0.0
0.0 -0.1 0.1
0.1 -0.1 0.1
0.0 -0.1 0.2
0.0 0.0 0.0
0.1 -0.2 -0.1
0.0 0.1 0.0
0.0 -0.2 0.0
0.0 -0.2 -0.1
0.0 0.0 0.0
-0.1 0.1 0.0
0.1 0.1 0.0
-0.1 0.1 0.0
0.1 0.1 0.0
0.0 0.0 0.0
0.1 -0.3 0.0
0.0 0.1 -0.1
0.1 -0.2 0.1
0.0 -0.2 0.0
0.0 0.1 0.0
-0.1 0.1 0.0
0.0 0.1 -0.1
-0.1 0.1 0.0
0.0 0.1 0.0
0.0 0.0 0.0

Summary:
**Charge**: 0
**DFT total energy**: -76313.5858 eV
**Largest force on an atom**: 0.0559 Eh/bohr
**Orbital gap**: 0.33014 Ha

***

Entry 3:
Entry from OMol25: a molecular structure, C40H36AsIrN3S in a non-equilibrium geometry (ωB97M-V/def2-TZVPD).

Element x y z (Å)
1 Ir -2.277300 0.079797 -0.046234
2 S -2.931463 -1.747093 1.252259
3 C -1.768753 -2.169910 2.475799
4 C -1.854941 -3.448143 3.032135
5 C -0.944783 -3.853530 3.988867
6 C 0.059165 -2.986523 4.396607
7 C 0.140555 -1.713290 3.854436
8 C -0.771785 -1.275931 2.902428
9 As -0.649404 0.482898 2.080024
10 C 0.928684 1.215840 3.045069
11 C 2.195911 1.004500 2.513484
12 C 3.320373 1.440736 3.194467
13 C 3.181371 2.102510 4.403725
14 C 1.919026 2.328658 4.929506
15 C 0.792766 1.890574 4.251871
16 C -2.064985 1.500498 2.940903
17 C -3.130565 0.907811 3.604517
18 C -4.164647 1.686007 4.100676
19 C -4.136278 3.061511 3.939096
20 C -3.072992 3.662779 3.282147
21 C -2.042509 2.886352 2.784674
22 H -2.632764 -4.115680 2.688636
23 H -1.017842 -4.842603 4.414278
24 H 0.779456 -3.303821 5.135810
25 H 0.928571 -1.042211 4.173731
26 H 2.298629 0.486966 1.565211
27 H 4.303170 1.264965 2.780778
28 H 4.056270 2.440957 4.937782
29 H 1.809489 2.844769 5.872371
30 H -0.192140 2.063740 4.670562
31 H -3.154232 -0.167976 3.740698
32 H -4.994805 1.215206 4.606721
33 H -4.943681 3.664783 4.324556
34 H -3.054320 4.735006 3.148043
35 H -1.204589 3.346466 2.266343
36 C 1.401708 -2.420685 -5.591792
37 C 2.305983 -1.399850 -4.969657
38 C 3.554126 -1.126258 -5.509400
39 C 4.386227 -0.174182 -4.946041
40 C 3.975613 0.527678 -3.826663
41 C 2.741706 0.258483 -3.258832
42 C 1.907872 -0.700555 -3.824441
43 N 0.695072 -1.070440 -3.215187
44 C -0.112203 -0.337255 -2.393335
45 N -0.118837 0.996016 -2.600979
46 C -0.841249 2.054636 -2.036037
47 C -1.719739 1.904576 -0.946195
48 C -2.394305 3.048758 -0.497985
49 C -2.252430 4.271990 -1.121165
50 C -1.371070 4.396802 -2.184023
51 C -0.663769 3.308371 -2.657307
52 C 0.269592 3.488465 -3.819628
53 N -0.889855 -0.952257 -1.548824
54 C -0.729989 -2.323108 -1.279627
55 C -1.734838 -3.203722 -1.687030
56 C -1.674625 -4.540661 -1.351947
57 C -0.627104 -5.001724 -0.568709
58 C 0.370429 -4.132792 -0.157863
59 C 0.358106 -2.793205 -0.519996
60 C 1.471924 -1.877332 -0.109548
61 H 1.811407 -2.763022 -6.537633
62 H 0.412765 -2.000090 -5.769868
63 H 1.288205 -3.289686 -4.942413
64 H 3.878020 -1.675637 -6.382243
65 H 5.354875 0.018812 -5.382375
66 H 4.621097 1.266646 -3.377075
67 H 2.438985 0.768175 -2.355162
68 H 0.502018 -2.064782 -3.223723
69 H 0.433035 1.280916 -3.399709
70 H -3.070203 2.982251 0.346409
71 H -2.817274 5.125335 -0.778998
72 H -1.238409 5.360253 -2.650272
73 H 0.289110 4.536906 -4.101991
74 H -0.070396 2.922008 -4.686998
75 H 1.288610 3.191933 -3.572127
76 H -2.558039 -2.811690 -2.267575
77 H -2.441802 -5.217094 -1.694071
78 H -0.589567 -6.039226 -0.276445
79 H 1.174442 -4.506076 0.460612
80 H 1.978126 -2.257710 0.776083
81 H 1.085788 -0.872644 0.093870
82 H 2.212202 -1.803944 -0.908057

Forces on the atoms, in the same order (eV/Å):
0.9 0.6 -0.2
0.0 0.3 -0.7
0.3 0.3 0.0
-0.1 0.0 0.0
0.0 0.1 0.0
-0.1 -0.1 0.0
0.1 0.3 0.0
0.0 -0.2 0.0
-0.1 0.1 0.7
-0.2 -0.1 -0.6
-0.2 -0.1 -0.2
0.1 0.0 0.0
0.0 0.0 0.0
0.0 0.0 0.0
-0.4 -0.1 0.0
0.0 0.1 0.0
0.1 -0.3 0.0
0.0 0.0 0.0
0.0 0.0 0.0
0.0 0.1 0.0
0.3 -0.2 -0.1
0.0 0.0 0.0
0.0 -0.1 0.0
0.0 0.0 0.1
0.0 0.0 0.1
0.1 0.0 0.0
0.0 0.0 0.0
0.1 0.0 0.0
0.0 0.0 0.0
0.1 0.0 0.0
0.0 0.1 0.0
0.0 0.0 0.1
-0.1 0.1 0.0
0.0 0.1 0.0
-0.1 0.1 0.1
0.0 0.1 0.1
-0.1 0.1 0.0
0.0 0.0 0.1
0.1 0.1 -0.1
0.0 0.0 0.0
0.0 0.0 0.0
0.5 0.2 -0.1
-0.1 -0.3 0.0
-0.3 -0.5 -0.1
0.2 0.2 -0.3
-0.4 0.0 0.3
-0.3 -1.2 0.1
-0.2 0.4 0.0
-0.1 -0.2 0.3
0.0 -0.2 0.0
0.1 0.0 0.1
-0.1 0.0 0.1
-0.5 1.1 0.6
0.2 -0.9 0.1
0.3 0.3 -0.1
0.1 -0.1 0.1
0.0 0.0 0.0
-0.1 -0.1 -0.1
-0.3 0.2 -0.1
-0.1 0.1 0.0
0.0 -0.1 0.0
-0.1 0.0 0.0
-0.1 -0.1 0.0
0.0 0.0 -0.1
0.1 0.0 0.0
0.1 0.1 0.0
0.0 0.0 0.1
-0.1 0.2 0.1
0.0 -0.2 0.1
0.0 -0.1 0.0
0.0 0.1 0.0
0.1 0.1 -0.1
0.1 0.0 -0.1
0.1 -0.1 -0.1
0.1 0.0 -0.1
-0.1 0.0 0.0
-0.1 -0.1 0.0
0.0 -0.1 0.0
0.1 0.0 0.0
0.0 0.0 0.1
0.1 -0.1 0.0
0.1 0.1 0.0

Summary:
**Charge**: +1
**2S+1**: 5
**DFT total energy**: -121040.3946 eV
**Largest force on an atom**: 0.0263 Eh/bohr
**Orbital gap (alpha / beta)**: 0.30223 / 0.21192 Ha
**Expectation value of S²**: 6.03

***

Entry 4:
Entry from OMol25: a molecular structure, C29H28HfN6O9P2 in a non-equilibrium geometry (ωB97M-V/def2-TZVPD).

Element x y z (Å)
1 Hf -0.572723 0.489020 -0.441222
2 N -5.187107 -1.969722 -1.619741
3 C -3.983415 -0.976964 -1.340353
4 C -4.310213 0.337220 -2.006543
5 P -3.670213 -0.775825 0.518697
6 O -4.816534 0.286733 0.963435
7 O -3.771129 -2.090707 1.198501
8 O -2.398205 0.082258 0.484054
9 P -2.548074 -1.866454 -2.113107
10 O -2.292833 -3.224757 -1.210491
11 O -3.127735 -2.330623 -3.415315
12 O -1.363339 -0.945094 -1.903677
13 H -5.979867 -1.415289 -1.902727
14 H -5.383663 -2.621401 -0.910624
15 H -4.868224 -2.489978 -2.426739
16 H -5.300937 0.674279 -1.727537
17 H -4.300519 0.186101 -3.126836
18 H -3.649168 1.196007 -1.829346
19 H -5.388607 0.025517 1.668401
20 H -2.231933 -4.015945 -1.835474
21 O 1.395531 -0.643879 -0.542821
22 N 1.547362 -1.876499 -0.197240
23 N 0.465849 -2.281617 0.484727
24 O -0.538909 -1.492163 0.723795
25 C 0.402853 -3.602605 0.855881
26 C -0.707927 -4.077618 1.556437
27 C -0.840062 -5.484120 1.603749
28 C 0.118140 -6.335651 1.011798
29 C 1.277043 -5.826023 0.441531
30 C 1.463582 -4.430046 0.472609
31 H -1.538361 -3.448471 1.705275
32 H -1.725553 -5.878464 2.053870
33 H 0.065775 -7.442306 1.108476
34 H 1.973169 -6.488910 -0.106958
35 H 2.412272 -4.001382 0.155910
36 N 0.705449 1.377595 -2.115318
37 C 1.348230 1.615302 -3.064850
38 C 2.172996 1.844082 -4.178280
39 C 3.520637 1.995599 -3.939719
40 C 4.388097 2.142688 -4.994415
41 C 3.907511 2.222173 -6.311546
42 C 2.577340 1.925409 -6.595716
43 C 1.703325 1.802341 -5.499447
44 H 3.916817 1.924820 -2.890995
45 H 5.473626 2.258656 -4.811463
46 H 4.617035 2.466976 -7.074031
47 H 2.150585 1.909802 -7.634950
48 H 0.624188 1.697668 -5.691045
49 N 0.378441 1.290442 1.191283
50 C 0.942466 1.700453 2.201645
51 C 0.497525 2.896640 2.947231
52 C 0.804238 3.103168 4.326625
53 C 0.218481 4.164084 4.979534
54 C -0.635193 5.013952 4.263906
55 C -0.813750 4.940281 2.896938
56 C -0.275155 3.835252 2.271394
57 C 2.132933 0.927729 2.801449
58 C 3.296593 1.539792 3.186546
59 C 4.482220 0.801803 3.491730
60 C 4.403194 -0.569193 3.486070
61 C 3.210511 -1.229927 3.191689
62 C 2.059705 -0.450657 2.959995
63 H 1.529972 2.477150 4.802609
64 H 0.521907 4.440859 5.997756
65 H -1.219377 5.778028 4.846971
66 H -1.471410 5.682786 2.405140
67 H -0.367081 3.678515 1.185651
68 H 3.310185 2.592975 3.219594
69 H 5.433592 1.340730 3.640359
70 H 5.273079 -1.168576 3.721989
71 H 3.118560 -2.347030 3.224810
72 H 1.091433 -0.991444 2.999395
73 O -2.296512 4.504176 -1.288060
74 C -1.883291 3.385895 -1.281614
75 N -1.475431 2.234385 -1.219253

Forces on the atoms, in the same order (eV/Å):
1.0 -1.6 2.1
1.4 2.0 -0.9
-0.1 -0.8 1.9
-0.1 0.1 -2.1
0.4 0.5 -0.3
0.7 0.0 -1.1
-0.2 0.8 -0.3
-1.4 -0.3 0.1
0.1 -1.0 0.3
-0.1 -0.3 -1.6
0.6 0.4 0.2
-0.4 -0.1 -0.8
-0.5 0.1 0.2
-0.2 -0.8 1.7
0.3 -0.4 -1.0
-0.3 0.0 0.2
-0.1 0.2 1.0
0.2 -0.7 0.4
-0.4 -0.5 0.8
-0.2 1.6 1.1
0.2 -0.9 -0.5
-3.0 0.9 1.2
2.5 2.3 -1.5
0.3 0.2 -0.4
0.3 -1.7 1.0
0.9 -2.0 -1.9
1.0 0.5 -0.3
-0.3 -0.7 0.9
0.0 1.1 -0.1
0.2 -1.3 -0.4
-0.8 0.8 0.6
-0.3 -0.4 0.2
-0.5 0.9 -0.2
-0.2 0.5 0.8
-0.5 -0.1 -0.3
2.5 0.4 -3.1
-2.5 -0.8 3.1
0.0 0.0 -1.4
1.4 -0.4 1.6
0.7 0.7 -0.6
0.0 -0.7 0.6
-0.8 0.7 0.2
-0.6 -0.1 -0.6
-0.5 0.2 -1.2
-0.8 0.0 -0.1
0.2 -0.1 -0.5
0.7 0.0 1.2
0.6 -0.1 0.2
-1.3 -0.3 -2.0
1.6 -0.3 2.2
-0.1 0.8 1.3
-0.3 0.1 -1.6
0.1 0.6 -0.1
-0.7 1.3 1.5
-0.8 0.0 0.4
0.5 -0.2 -1.3
-0.9 -0.2 0.1
1.8 -0.8 -0.1
-1.1 1.3 -0.4
0.4 -0.9 -0.3
-1.1 0.2 0.5
-0.1 -1.9 0.0
0.1 -0.4 0.3
-0.5 -0.4 -0.3
0.9 -0.6 -0.7
0.6 -0.7 0.1
-0.2 0.1 0.6
0.3 1.2 -0.2
-0.7 -0.4 0.2
0.2 0.0 -0.1
0.2 1.3 0.1
0.5 0.6 -0.7
0.5 -1.2 -0.3
0.4 -1.5 0.7
-1.7 3.2 -0.4

Summary:
**Charge**: 0
**DFT total energy**: -77786.3795 eV
**Largest force on an atom**: 0.0798 Eh/bohr
**Orbital gap**: 0.24980 Ha
**Energy above the lowest of the compared OMol25 structures with the same formula, charge and spin**: 4.50 kcal per mole

***

> charge of number 1 (C2H6N3O2)?

+1

***

> Look up the largest force on an atom of the fourth one.

0.0798 Eh/bohr

***

> Which formula does entry 1 have?

C2H6N3O2